{"formula": "C14H13F6InN6O2S2Sb", "method": "the ωB97M-V functional and the def2-TZVPD basis", "orbital_gap_ev": [6.65, 3.94], "homo_ev": [-7.9, -7.9], "e_tot_ev": -77453.355, "mol_weight_g_mol": 712.00, "e_lumo_ev": [-1.231, -3.936], "multiplicity": 2, "charge": 0, "symbols": ["In", "N", "C", "S", "N", "N", "C", "C", "C", "C", "C", "C", "C", "O", "H", "H", "H", "H", "H", "H", "H", "F", "Sb", "F", "F", "F", "F", "F", "C", "S", "C", "O", "H", "H", "H", "H", "H", "H", "N", "C", "C", "C", "N", "C", "N"], "positions_angstrom": [[-0.173184, -1.087809, 0.407319], [-3.388569, -3.885069, 0.012640], [-2.251372, -3.199830, -0.141380], [-1.147163, -3.229733, 1.204095], [-2.057246, -2.635802, -1.301077], [-0.988865, -1.881434, -1.473950], [-0.680975, -1.447420, -2.654284], [0.509090, -0.736437, -2.943652], [0.640697, -0.177572, -4.226456], [1.739581, 0.560939, -4.573333], [2.770413, 0.762823, -3.642827], [2.700824, 0.208114, -2.398077], [1.585043, -0.573645, -1.990987], [1.610469, -1.123595, -0.830440], [-3.557251, -4.404132, 0.855581], [-4.046627, -3.920580, -0.750547], [-1.358149, -1.694408, -3.476882], [-0.162647, -0.315616, -4.936178], [1.809685, 0.999199, -5.554356], [3.620226, 1.367786, -3.916257], [3.483789, 0.364403, -1.672197], [0.242717, 1.122258, -0.078915], [0.435247, 3.049968, -0.529486], [0.456058, 2.472935, -2.338060], [0.453148, 3.380203, 1.347218], [0.685267, 4.849074, -1.018992], [2.302574, 2.668839, -0.344493], [-1.449679, 3.133144, -0.517936], [2.115025, 1.388929, 3.459339], [2.199439, 0.098589, 2.186180], [3.091866, -1.151814, 3.188028], [0.790502, -0.482678, 2.213262], [1.647792, 0.994671, 4.355051], [1.520023, 2.204927, 3.061190], [3.118311, 1.748229, 3.666032], [2.600998, -1.268942, 4.148742], [4.124300, -0.847583, 3.320112], [3.055435, -2.091388, 2.642538], [-2.061192, -0.059994, 0.767369], [-2.939381, 0.302014, 1.439397], [-4.009071, 0.708663, 2.176016], [-5.253017, 0.113661, 1.938573], [-6.260343, -0.401912, 1.734383], [-3.836325, 1.675844, 3.172854], [-3.687466, 2.442181, 4.014845]], "atomic_forces_ev_per_a": [[-0.4, 0.7, 0.5], [0.2, 0.2, -0.4], [0.2, -0.8, 1.8], [0.1, -0.1, -0.1], [-0.3, 0.6, -2.4], [-0.3, -0.4, 1.4], [0.0, -0.1, -1.2], [-0.8, -0.2, 0.2], [0.2, 0.2, -0.4], [-0.7, -0.3, -0.2], [0.3, -0.2, 0.9], [0.4, 0.3, -0.3], [0.5, -0.1, 0.6], [-0.2, 0.3, -0.3], [-0.1, 0.1, 0.0], [0.0, 0.0, 0.0], [0.1, 0.1, 0.1], [-0.1, 0.0, 0.0], [0.0, 0.1, -0.1], [0.1, 0.1, 0.0], [0.0, 0.0, 0.1], [0.1, 0.0, -0.1], [0.0, -0.2, 0.4], [0.0, 0.1, 0.3], [0.0, -0.1, -0.5], [0.0, -0.4, 0.2], [-0.5, 0.2, -0.3], [0.5, 0.0, -0.1], [0.0, -0.1, -0.5], [1.0, 0.1, 1.5], [-0.2, 0.4, -0.5], [-0.6, -0.4, -0.4], [0.0, -0.2, 0.0], [-0.1, 0.0, -0.2], [0.2, 0.0, 0.0], [-0.2, 0.1, 0.0], [0.1, 0.1, 0.0], [0.0, 0.0, -0.1], [0.4, 0.0, -0.1], [0.3, -0.2, -0.4], [0.2, 0.0, -0.1], [-0.3, -0.2, 0.0], [-0.4, -0.2, -0.1], [0.0, 0.2, 0.3], [0.1, 0.4, 0.4]]}



{"formula": "C14H13N7O3S3", "method": "the ωB97M-V functional and the def2-TZVPD basis", "orbital_gap_ev": 8.98, "homo_ev": -9.1, "e_tot_ev": -63806.930, "mol_weight_g_mol": 423.50, "e_lumo_ev": -0.103, "charge": 0, "smiles": "CSc1nn(CC(=O)Nc2nc3ccc(S(N)(=O)=O)cc3s2)c(N)c1C#N", "symbols": ["N", "O", "O", "O", "C", "N", "N", "S", "S", "C", "C", "C", "C", "C", "C", "C", "C", "C", "C", "C", "N", "N", "N", "N", "C", "C", "S", "H", "H", "H", "H", "H", "H", "H", "H", "H", "H", "H", "H", "H"], "positions_angstrom": [[2.734476, 7.015583, 2.600522], [-2.567176, 1.564394, 0.600864], [0.589966, -7.328033, 1.689877], [2.460022, -6.499150, 0.291795], [2.187907, 6.142862, 2.069073], [1.083364, 3.651539, -0.281876], [-1.230130, -0.973898, 0.660609], [1.405129, -0.790025, 0.387646], [3.698436, 4.135190, -0.053529], [-1.447890, 2.018082, 0.314336], [1.992981, 4.358592, 0.289120], [-0.221981, -0.139111, 0.489684], [1.437030, 5.177063, 1.329542], [0.128283, 4.952222, 1.387530], [-1.527251, -3.327928, 0.984363], [-0.937677, -4.589690, 1.012196], [1.232594, -3.605101, 0.578949], [-0.727357, -2.219101, 0.729444], [0.650751, -2.314376, 0.586347], [0.422898, -4.737020, 0.765655], [-0.802964, 5.580377, 2.235657], [-0.304218, 1.241220, 0.312773], [-0.076207, 4.032631, 0.364012], [0.300812, -6.917957, -0.741175], [4.151245, 5.732198, -0.803453], [-1.372895, 3.480436, -0.019746], [1.042336, -6.430597, 0.641592], [-2.574671, -3.138412, 1.127032], [-1.608454, -5.442552, 1.166383], [2.304609, -3.670734, 0.422911], [-1.721046, 5.140691, 2.382496], [-0.390042, 6.126318, 3.022464], [0.564591, 1.726037, 0.147038], [0.259114, -7.926060, -0.659348], [0.942416, -6.629841, -1.468966], [5.228261, 5.749810, -0.915415], [3.920096, 6.565583, -0.151222], [3.643660, 5.849823, -1.754121], [-2.158168, 4.001129, 0.521061], [-1.545770, 3.604889, -1.095039]], "atomic_forces_ev_per_a": [[-0.4, -0.9, -0.3], [2.1, 0.8, -0.7], [-0.2, 1.5, -0.6], [-0.9, 1.3, 1.0], [0.0, 0.7, 0.3], [-1.7, 0.0, 0.0], [1.3, 3.0, -0.3], [-0.6, 0.0, 0.0], [0.3, 0.0, -0.1], [-3.1, -2.1, 1.2], [1.1, 0.9, 1.0], [-1.5, 0.2, -0.1], [3.7, 0.9, 0.1], [-2.4, -0.5, -0.2], [0.9, -0.8, -0.2], [-1.5, 0.4, -0.1], [0.1, 0.2, 0.0], [0.0, -0.6, 0.4], [0.7, -3.0, 0.0], [0.8, 0.3, 0.2], [0.4, -0.7, -0.5], [-0.4, 0.2, 0.1], [-1.5, 0.6, 0.7], [-0.7, 0.2, 0.0], [-0.3, 0.0, 0.3], [1.4, 0.0, -0.2], [1.8, -1.4, 0.0], [-0.3, -0.3, 0.1], [0.6, 0.1, 0.0], [-0.1, -0.4, 0.0], [1.0, 0.4, 0.1], [-0.6, -0.9, -1.1], [0.1, 0.1, -0.2], [-0.1, -0.2, -0.3], [-0.2, -0.2, -0.4], [0.2, -0.3, -0.2], [-0.2, 0.1, 0.2], [0.1, 0.0, -0.1], [0.0, -0.1, 0.0], [0.1, 0.1, 0.2]]}



{"formula": "C14H13O", "method": "the ωB97M-V functional and the def2-TZVPD basis", "orbital_gap_ev": [4.97, 4.96], "homo_ev": [-11.1, -11.1], "e_tot_ev": -16764.293, "mol_weight_g_mol": 197.26, "e_lumo_ev": [-6.150, -6.152], "charge": 1, "symbols": ["C", "C", "C", "C", "C", "C", "C", "C", "C", "C", "C", "C", "C", "C", "O", "H", "H", "H", "H", "H", "H", "H", "H", "H", "H", "H", "H", "H"], "positions_angstrom": [[2.489352, 2.292629, -0.096929], [3.361646, 1.835646, 0.867827], [1.308219, 1.545985, -0.356055], [3.229098, 0.640065, 1.464454], [1.126886, 0.311753, 0.172753], [2.175757, -0.184348, 1.133234], [-2.377461, -0.451070, -0.708687], [0.008057, -0.535741, -0.311215], [-1.249608, 0.058116, -0.028411], [-2.257266, -1.589503, -1.536793], [0.063568, -1.654319, -1.118611], [1.875525, -1.267389, 1.913691], [-1.421859, 1.178985, 0.909552], [-3.399033, -2.193686, -2.269981], [-1.073075, -2.194725, -1.574606], [2.689202, 3.306653, -0.502269], [4.305484, 2.435941, 0.812052], [0.557351, 1.888836, -1.148256], [3.859637, 0.214604, 2.186680], [-3.248746, 0.095800, -0.738204], [2.611889, -1.630462, 2.632618], [0.960766, -1.744468, 1.857178], [-0.633227, 1.992076, 0.825363], [-1.322252, 0.831063, 2.001687], [-2.438656, 1.638975, 1.015788], [-3.275121, -3.274860, -2.433054], [-3.576206, -1.687122, -3.234067], [-4.349928, -1.859433, -1.735739]], "atomic_forces_ev_per_a": [[-2.2, 0.1, 0.2], [3.0, 1.9, -1.3], [-0.2, 1.9, -2.2], [0.6, -0.2, 0.0], [1.9, -2.4, 0.5], [-4.0, -0.4, -0.9], [2.5, -1.9, -1.2], [-1.9, 2.0, 0.8], [-0.8, -0.8, -1.1], [-0.2, 1.7, 1.8], [2.4, -1.1, 0.3], [2.2, 1.0, -0.2], [-0.1, 1.6, 2.9], [-1.2, 0.9, 0.1], [-0.9, 0.2, -0.5], [-0.3, -1.0, -0.2], [-0.8, -0.7, 1.3], [1.2, -0.3, 1.3], [1.3, 0.0, 0.8], [-2.0, 0.9, 0.3], [-0.3, 0.1, 0.0], [-1.7, -1.0, -0.3], [-1.3, -1.0, 0.0], [0.3, 0.0, -1.4], [0.8, -0.4, -0.9], [-0.3, 0.5, 0.2], [0.6, -0.3, 0.0], [1.2, -1.1, -0.4]]}



{"formula": "C14H14FMnN7O5S2", "method": "the ωB97M-V functional and the def2-TZVPD basis", "orbital_gap_ev": [6.60, 6.58], "homo_ev": [-11.2, -11.2], "e_tot_ev": -91117.112, "mol_weight_g_mol": 498.38, "e_lumo_ev": [-4.646, -4.669], "multiplicity": 5, "charge": 1, "symbols": ["Mn", "C", "C", "N", "N", "C", "N", "S", "C", "C", "C", "C", "C", "N", "H", "H", "H", "H", "H", "H", "H", "H", "H", "H", "O", "S", "N", "F", "C", "C", "N", "C", "C", "O", "O", "C", "O", "N", "C", "O", "H", "H", "H", "H"], "positions_angstrom": [[0.041247, -0.409463, 0.183126], [0.659508, -2.840084, 3.685671], [0.183028, -2.093103, 2.487899], [0.887811, -1.722717, 1.487844], [2.211815, -2.007844, 1.352985], [2.812047, -1.725492, 0.160754], [4.118992, -1.945331, 0.107603], [1.949734, -1.171123, -1.173731], [-1.255183, -1.710681, 2.372807], [-2.154142, -1.889953, 3.393332], [-3.483972, -1.522408, 3.181416], [-3.856713, -1.025803, 1.952831], [-2.886018, -0.874359, 0.967944], [-1.614085, -1.191770, 1.178556], [1.697920, -3.151774, 3.631770], [0.052620, -3.734428, 3.830865], [0.545563, -2.210538, 4.570758], [2.736430, -2.327826, 2.154140], [4.658459, -2.275336, 0.891465], [4.602572, -1.755136, -0.755936], [-1.837630, -2.300131, 4.341389], [-4.210697, -1.631415, 3.974939], [-4.879061, -0.747188, 1.743273], [-3.131193, -0.494550, -0.011191], [1.626356, 2.750306, 2.679025], [0.797907, 2.416865, 1.539115], [0.801228, 1.005463, 1.099440], [0.924349, 0.633214, -5.833745], [0.783215, 1.459943, -4.797040], [-0.367080, 1.551609, -4.134732], [-0.521095, 2.398435, -3.051200], [-1.736865, 2.406000, -2.259156], [-1.614691, 1.552783, -1.002172], [-2.184547, 1.820378, 0.019485], [-0.814068, 0.510898, -1.177903], [0.559604, 3.062115, -2.506224], [0.500467, 3.613951, -1.428131], [1.701509, 3.028216, -3.278610], [1.944435, 2.265025, -4.424624], [3.004100, 2.291937, -4.994750], [-1.225951, 0.961236, -4.421374], [-2.554818, 2.046665, -2.882836], [-1.956586, 3.414619, -1.922713], [2.483480, 3.568796, -2.932365]], "atomic_forces_ev_per_a": [[-0.2, 0.7, -1.0], [0.0, 0.0, 0.0], [-0.3, 0.0, 0.1], [0.1, -0.2, 0.0], [-0.1, 0.1, -0.1], [0.0, -0.1, 0.2], [0.1, 0.0, -0.1], [-0.1, -0.1, -0.1], [0.4, -0.1, -0.1], [-0.2, 0.0, 0.1], [0.1, 0.0, 0.1], [0.0, 0.0, -0.1], [-0.1, 0.0, 0.0], [-0.2, -0.2, 0.2], [0.0, 0.0, 0.0], [0.0, 0.0, 0.0], [0.0, 0.0, 0.0], [0.0, 0.1, 0.0], [0.0, 0.0, 0.0], [0.0, 0.0, 0.0], [0.0, 0.0, 0.0], [0.0, 0.0, 0.0], [0.0, 0.0, 0.0], [0.0, 0.1, 0.0], [0.0, -0.2, -0.1], [-0.2, 0.9, 0.2], [0.3, -0.5, 0.3], [0.0, 0.1, 0.0], [0.1, 0.0, -0.1], [-0.2, 0.0, 0.1], [-0.1, 0.0, -0.1], [0.1, 0.0, 0.0], [0.4, 0.1, -0.4], [-0.3, 0.0, 0.4], [0.2, -0.5, 0.3], [0.1, -0.1, 0.0], [0.0, 0.1, 0.0], [0.0, 0.0, 0.0], [0.0, 0.1, 0.0], [0.0, 0.0, 0.0], [0.0, 0.0, 0.0], [0.0, 0.0, 0.1], [0.0, 0.1, -0.1], [0.0, 0.0, 0.0]]}



{"formula": "C14H14FN2S", "method": "the ωB97M-V functional and the def2-TZVPD basis", "orbital_gap_ev": 6.22, "homo_ev": -3.0, "e_tot_ev": -31278.416, "mol_weight_g_mol": 261.34, "e_lumo_ev": 3.250, "charge": -1, "symbols": ["C", "C", "C", "N", "C", "C", "C", "C", "S", "C", "C", "C", "C", "C", "C", "N", "C", "H", "H", "H", "H", "H", "H", "H", "H", "H", "H", "H", "H", "H", "H", "F"], "positions_angstrom": [[2.649798, 2.096165, 0.732111], [2.208379, 0.841264, -0.009127], [3.154504, 0.135126, -0.762796], [4.532697, 0.509130, -0.838145], [2.695328, -0.973325, -1.454470], [1.389154, -1.384331, -1.384782], [0.446865, -0.711801, -0.619981], [0.889378, 0.412947, 0.068302], [-0.201449, 1.356232, 1.111002], [-1.777752, 0.743081, 0.604493], [-2.894773, 1.462958, 0.996603], [-4.165264, 1.046954, 0.680341], [-4.323643, -0.122550, -0.057350], [-3.207223, -0.823131, -0.452111], [-1.907806, -0.421576, -0.140895], [-0.864430, -1.273041, -0.593027], [-0.926082, -2.631644, -0.013385], [1.863727, 2.855555, 0.615869], [2.874509, 1.933138, 1.792676], [3.539776, 2.497300, 0.229871], [4.850223, 0.921921, 0.026301], [4.720729, 1.112880, -1.628130], [3.436262, -1.514912, -2.046007], [1.101178, -2.276461, -1.942531], [-2.772214, 2.362646, 1.597493], [-5.068172, 1.581193, 0.969083], [-5.321675, -0.485280, -0.298184], [-3.356357, -1.748910, -1.009743], [-1.611197, -3.229423, -0.636080], [-1.418793, -2.569591, 0.970947], [0.051334, -3.112442, 0.038346], [-0.587013, 1.409926, 3.453303]], "atomic_forces_ev_per_a": [[-0.2, 0.1, -0.8], [1.2, 0.6, 0.4], [-0.9, 0.1, 0.2], [-0.1, -0.5, -0.1], [1.4, -0.2, -0.4], [-0.4, -0.4, -0.4], [0.6, -0.7, -0.5], [-1.6, 0.6, 0.0], [0.5, -0.4, -0.1], [1.4, 0.0, -0.1], [-0.3, 0.7, 0.5], [-0.6, -0.5, -0.4], [-0.3, 0.2, 0.2], [-0.1, -0.7, -0.4], [-1.1, -0.4, -0.3], [0.8, 0.6, 0.8], [-1.3, 0.2, -0.2], [0.2, -0.1, 0.4], [-0.2, 0.0, -0.2], [-0.1, 0.0, 0.3], [0.0, 0.2, -0.2], [0.1, 0.1, 0.2], [-0.3, 0.0, 0.1], [-0.1, 0.2, 0.1], [0.2, -0.2, -0.1], [0.4, 0.1, 0.2], [0.2, 0.0, 0.0], [0.2, 0.2, 0.0], [0.4, -0.1, 0.1], [0.5, -0.2, 0.0], [-0.1, 0.2, 0.0], [-0.4, 0.2, 0.5]]}



{"formula": "C14H14N2O3S2", "method": "the ωB97M-V functional and the def2-TZVPD basis", "orbital_gap_ev": 8.11, "homo_ev": -8.1, "e_tot_ev": -45534.682, "mol_weight_g_mol": 322.41, "e_lumo_ev": 0.013, "charge": 0, "symbols": ["C", "H", "H", "H", "C", "C", "N", "O", "C", "N", "O", "H", "C", "H", "H", "H", "C", "O", "C", "C", "C", "C", "S", "H", "H", "H", "C", "C", "C", "C", "S", "H", "H", "H", "H"], "positions_angstrom": [[-0.684286, -1.305307, 2.610065], [-1.681543, -1.520782, 2.979107], [0.037438, -1.876565, 3.188401], [-0.473339, -0.248237, 2.735727], [-0.547868, -1.698584, 1.143602], [-1.132961, -0.739170, 0.152252], [-0.268834, -0.509736, -0.804034], [-0.441887, 0.257198, -1.788724], [0.944297, -1.315180, -0.653237], [0.865319, -1.663859, 0.761670], [1.581100, -2.790373, 1.133724], [1.241546, -3.581242, 0.672377], [0.876373, -2.485169, -1.638314], [0.040642, -3.143843, -1.402666], [0.732401, -2.076950, -2.635959], [1.813356, -3.037133, -1.627795], [2.213847, -0.473281, -0.922933], [3.054426, -0.857660, -1.703753], [2.334213, 0.764959, -0.187660], [3.362192, 1.669748, -0.345861], [3.236269, 2.792534, 0.480110], [2.118935, 2.735253, 1.262772], [1.203967, 1.317274, 1.002005], [1.781851, 3.456526, 1.981556], [3.936199, 3.608141, 0.498850], [4.162619, 1.504288, -1.043894], [-2.393712, -0.106204, 0.120276], [-3.483634, -0.230359, 0.955132], [-4.557584, 0.575739, 0.559917], [-4.279454, 1.301236, -0.561736], [-2.706276, 1.016271, -1.177665], [-4.930391, 1.989089, -1.064444], [-5.495629, 0.614779, 1.084939], [-3.506917, -0.882680, 1.808056], [-0.976049, -2.711113, 0.999493]], "atomic_forces_ev_per_a": [[-0.1, -0.1, -0.2], [-0.1, 0.0, 0.1], [0.0, -0.1, 0.1], [0.0, 0.1, 0.1], [-0.1, -0.2, 0.4], [0.6, -0.3, -0.1], [-0.4, -0.4, 0.8], [0.4, 0.1, -0.6], [0.7, -1.0, -0.7], [-0.3, 0.3, -0.2], [0.2, -0.3, 0.1], [-0.1, 0.3, -0.1], [0.1, 0.2, 0.2], [-0.1, 0.0, 0.0], [0.0, 0.0, 0.0], [0.0, 0.0, 0.0], [-0.2, -0.3, -0.2], [-0.2, 0.0, 0.1], [0.3, 0.8, 0.5], [-0.4, -0.5, -0.1], [-0.1, 0.2, 0.2], [-0.2, -0.2, -0.1], [0.6, 0.5, -0.1], [0.0, 0.2, 0.1], [0.1, 0.1, 0.0], [0.1, -0.1, -0.1], [-0.4, 0.5, -0.4], [0.4, -0.1, -0.1], [-0.2, 0.1, 0.0], [0.4, -0.1, -0.1], [-0.9, 0.1, 0.4], [-0.2, 0.2, -0.1], [-0.2, 0.0, 0.1], [0.0, -0.1, 0.2], [0.1, 0.1, -0.1]]}